Entry one
Computed, not measured: C51H36N3O2P2SSn as an isolated structure, with the ωB97M-V functional and the def2-TZVPD basis.

ORCA input file:
```
! wB97M-V def2-TZVPD RIJCOSX def2/J DEFGRID3
* xyz 1 1
Sn 0.164 -0.103 -2.115
O 0.157 -0.571 0.139
S -0.425 0.646 0.854
C -1.403 0.012 2.191
C -0.945 -0.137 3.482
C -1.791 -0.519 4.540
C -3.118 -0.716 4.268
C -4.275 -1.061 5.166
C -5.498 -1.171 4.221
C -4.961 -0.857 2.852
C -5.564 -0.807 1.625
C -4.758 -0.561 0.500
C -3.394 -0.313 0.559
P -2.511 -0.332 -1.043
C -2.847 -1.998 -1.670
C -1.947 -2.988 -1.273
C -2.129 -4.300 -1.679
C -3.206 -4.628 -2.490
C -4.100 -3.646 -2.895
C -3.925 -2.333 -2.485
C -3.369 0.852 -2.100
C -3.956 1.989 -1.547
C -4.417 3.006 -2.371
C -4.295 2.897 -3.748
C -3.713 1.766 -4.302
C -3.247 0.749 -3.485
C -2.760 -0.281 1.845
C -3.580 -0.601 2.943
C 0.964 1.444 1.623
C 0.528 2.460 2.442
C 1.383 3.235 3.231
C 2.711 2.930 3.197
C 3.862 3.547 3.938
C 5.094 2.723 3.504
C 4.575 1.776 2.461
C 5.234 0.870 1.684
C 4.483 0.183 0.718
C 3.114 0.307 0.544
P 2.559 -0.494 -0.995
C 2.547 -2.283 -0.732
C 2.663 -2.833 0.542
C 2.530 -4.201 0.723
C 2.277 -5.027 -0.363
C 2.155 -4.482 -1.634
C 2.285 -3.114 -1.818
C 3.869 -0.165 -2.217
C 4.773 -1.116 -2.681
C 5.715 -0.772 -3.638
C 5.766 0.524 -4.133
C 4.871 1.478 -3.670
C 3.923 1.134 -2.719
C 2.365 1.166 1.442
C 3.175 1.918 2.330
H 0.091 0.088 3.693
H -1.391 -0.615 5.540
H -4.420 -0.285 5.919
H -4.088 -1.991 5.704
H -6.291 -0.475 4.501
H -5.934 -2.171 4.240
H -6.622 -0.990 1.495
H -5.235 -0.595 -0.472
H -1.103 -2.732 -0.638
H -1.427 -5.063 -1.365
H -3.347 -5.652 -2.811
H -4.936 -3.904 -3.531
H -4.622 -1.568 -2.806
H -4.051 2.084 -0.473
H -4.872 3.885 -1.933
H -4.652 3.693 -4.388
H -3.616 1.675 -5.376
H -2.793 -0.129 -3.933
H -0.539 2.651 2.499
H 0.982 4.028 3.847
H 3.702 3.514 5.016
H 3.963 4.598 3.662
H 5.521 2.167 4.341
H 5.890 3.350 3.102
H 6.301 0.708 1.753
H 5.030 -0.458 0.036
H 2.846 -2.189 1.393
H 2.625 -4.625 1.715
H 2.181 -6.095 -0.221
H 1.958 -5.121 -2.485
H 2.191 -2.700 -2.817
H 4.746 -2.128 -2.294
H 6.416 -1.515 -3.996
H 6.503 0.790 -4.879
H 4.907 2.490 -4.051
H 3.229 1.886 -2.352
O 0.513 1.866 -1.420
N 0.017 2.740 -2.276
C 0.343 3.963 -2.057
C 1.220 4.322 -0.986
N 1.945 4.560 -0.130
C -0.183 4.963 -2.919
N -0.603 5.777 -3.611
*
```

* HOMO: -10.19 eV
* LUMO: -2.66 eV

Let us look at the Löwdin charges, expressed in e, one per atom: 1.129, -0.719, 0.984, -0.298, -0.036, 0.006, -0.137, -0.089, -0.090, -0.139, 0.008, -0.058, -0.270, 0.967, -0.372, -0.107, -0.070, -0.069, -0.064, -0.085, -0.388, -0.087, -0.067, -0.068, -0.066, -0.122, -0.131, -0.081, -0.315, -0.094, -0.001, -0.145, -0.090, -0.091, -0.141, 0.006, -0.067, -0.252, 0.976, -0.377, -0.071, -0.064, -0.072, -0.072, -0.124, -0.368, -0.086, -0.065, -0.068, -0.064, -0.090, -0.081, -0.072, 0.117, 0.122, 0.126, 0.126, 0.125, 0.126, 0.122, 0.111, 0.091, 0.107, 0.109, 0.110, 0.106, 0.104, 0.110, 0.110, 0.111, 0.099, 0.123, 0.126, 0.125, 0.130, 0.127, 0.127, 0.124, 0.110, 0.107, 0.110, 0.109, 0.111, 0.104, 0.105, 0.110, 0.110, 0.111, 0.100, -0.478, 0.002, -0.299, -0.150, 0.209, -0.165, 0.184

Entry two
Computed, not measured: C51H36N3O2P2SSn as an isolated structure, with the ωB97M-V functional and the def2-TZVPD basis.

ORCA input file:
```
! wB97M-V def2-TZVPD RIJCOSX def2/J DEFGRID3
* xyz 1 1
Sn 0.148 -1.142 -2.580
O -0.555 1.179 -1.942
S 0.175 1.311 -0.630
C -0.842 2.327 0.458
C -0.243 3.402 1.078
C -0.894 4.203 2.024
C -2.187 3.898 2.339
C -3.151 4.559 3.276
C -4.412 3.669 3.239
C -4.060 2.550 2.308
C -4.736 1.414 1.958
C -4.104 0.511 1.099
C -2.856 0.693 0.529
P -2.299 -0.725 -0.548
C -2.425 -2.104 0.647
C -3.016 -3.434 0.295
C -2.873 -4.565 1.360
C -2.141 -4.209 2.605
C -1.629 -2.993 2.790
C -1.756 -1.952 1.801
C -3.768 -0.909 -1.646
C -5.014 -1.430 -1.300
C -6.041 -1.472 -2.225
C -5.856 -0.990 -3.508
C -4.614 -0.501 -3.878
C -3.582 -0.478 -2.958
C -2.134 1.880 0.855
C -2.774 2.748 1.775
C 1.478 2.458 -1.091
C 1.151 3.682 -1.627
C 2.123 4.646 -1.936
C 3.428 4.375 -1.619
C 4.678 5.193 -1.727
C 5.804 4.289 -1.169
C 5.129 2.997 -0.816
C 5.589 1.811 -0.310
C 4.698 0.729 -0.204
C 3.354 0.813 -0.522
P 2.332 -0.719 -0.601
C 2.278 -1.062 1.208
C 3.128 -1.974 1.825
C 3.121 -2.112 3.203
C 2.273 -1.345 3.983
C 1.419 -0.440 3.375
C 1.424 -0.297 1.999
C 3.457 -2.003 -1.257
C 4.527 -1.715 -2.100
C 5.297 -2.742 -2.618
C 4.990 -4.061 -2.329
C 3.877 -4.356 -1.556
C 3.104 -3.336 -1.031
C 2.823 2.077 -0.893
C 3.756 3.111 -1.096
H 0.776 3.655 0.831
H -0.369 5.031 2.474
H -3.360 5.583 2.957
H -2.733 4.619 4.281
H -5.279 4.225 2.878
H -4.670 3.282 4.226
H -5.718 1.194 2.339
H -4.633 -0.402 0.884
H -4.020 -3.356 -0.125
H -3.805 -5.097 1.585
H -2.053 -4.984 3.347
H -1.118 -2.740 3.706
H -1.308 -0.996 2.036
H -5.214 -1.803 -0.307
H -6.996 -1.879 -1.932
H -6.672 -1.005 -4.213
H -4.459 -0.134 -4.880
H -2.609 -0.077 -3.248
H 0.109 3.915 -1.788
H 1.819 5.584 -2.372
H 4.590 6.117 -1.156
H 4.861 5.476 -2.765
H 6.273 4.738 -0.292
H 6.594 4.130 -1.904
H 6.623 1.671 -0.035
H 5.093 -0.224 0.119
H 3.799 -2.581 1.237
H 3.786 -2.824 3.668
H 2.280 -1.448 5.057
H 0.749 0.162 3.973
H 0.761 0.425 1.545
H 4.766 -0.688 -2.341
H 6.141 -2.510 -3.250
H 5.606 -4.857 -2.718
H 3.612 -5.385 -1.366
H 2.224 -3.564 -0.445
O -0.120 -2.928 -1.346
N -0.906 -3.464 -2.317
C -1.825 -4.265 -1.915
C -2.201 -4.418 -0.513
N -2.090 -5.339 0.368
C -2.624 -4.893 -2.900
N -3.274 -5.405 -3.693
*
```

* HOMO: -10.27 eV
* LUMO: -2.94 eV

Let us look at the Löwdin charges, expressed in e, one per atom: 1.289, -0.700, 0.836, -0.287, -0.060, 0.003, -0.143, -0.093, -0.093, -0.144, 0.012, -0.062, -0.247, 1.091, -0.304, -0.161, -0.238, -0.020, -0.061, -0.086, -0.341, -0.107, -0.060, -0.063, -0.064, -0.110, -0.126, -0.072, -0.316, -0.053, 0.012, -0.134, -0.090, -0.089, -0.137, 0.008, -0.066, -0.276, 1.008, -0.319, -0.075, -0.059, -0.069, -0.076, -0.115, -0.394, -0.093, -0.067, -0.065, -0.058, -0.120, -0.146, -0.079, 0.107, 0.122, 0.128, 0.126, 0.127, 0.126, 0.121, 0.084, 0.123, 0.151, 0.110, 0.103, 0.090, 0.090, 0.112, 0.111, 0.110, 0.064, 0.128, 0.122, 0.126, 0.128, 0.126, 0.126, 0.121, 0.115, 0.100, 0.112, 0.109, 0.111, 0.047, 0.104, 0.110, 0.110, 0.113, 0.103, -0.451, -0.091, -0.238, -0.211, 0.214, -0.149, 0.188

What should be chosen as the most stable of them? Choose entry one.

Entry one
Computed, not measured: one molecule with the formula C21H20N2O4, with the ωB97M-V functional and the def2-TZVPD basis.

ORCA input file:
```
! wB97M-V def2-TZVPD RIJCOSX def2/J DEFGRID3
* xyz 0 1
C -1.674 -3.613 0.422
H -1.085 -4.316 1.008
H -2.582 -4.113 0.095
H -1.952 -2.781 1.064
C -0.875 -3.130 -0.788
C 0.400 -2.451 -0.385
C 1.638 -2.976 -0.740
C 2.806 -2.342 -0.372
C 2.770 -1.143 0.341
C 1.531 -0.618 0.712
C 0.370 -1.276 0.362
H -0.580 -0.869 0.675
H 1.466 0.283 1.304
C 4.050 -0.500 0.681
O 5.077 -1.114 0.850
C 4.040 1.025 0.793
H 3.594 1.330 1.748
H 5.071 1.388 0.747
O 3.306 1.607 -0.280
C 2.360 2.505 0.016
O 2.070 2.843 1.129
C 1.740 3.040 -1.259
H 2.380 3.856 -1.604
H 1.773 2.253 -2.013
C 0.327 3.575 -1.020
C -0.666 2.494 -0.714
N -1.300 2.513 0.395
C -2.232 1.538 0.642
C -2.918 1.551 1.861
C -3.864 0.588 2.130
C -4.156 -0.405 1.195
C -3.490 -0.436 -0.009
C -2.519 0.526 -0.295
C -1.775 0.493 -1.549
O -1.884 -0.334 -2.431
N -0.867 1.536 -1.672
H -0.340 1.562 -2.537
H -3.697 -1.194 -0.750
H -4.904 -1.150 1.420
H -4.389 0.601 3.074
H -2.682 2.329 2.570
H -0.008 4.122 -1.905
H 0.339 4.252 -0.165
H 3.768 -2.752 -0.641
H 1.683 -3.893 -1.309
H -1.478 -2.426 -1.367
H -0.645 -3.981 -1.431
*
```

* HOMO: -8.90 eV
* LUMO: 0.35 eV
* structure (SMILES): CCc1ccc(C(=O)COC(=O)CCc2nc3ccccc3c(=O)[nH]2)cc1

Let us look at the Löwdin charges, expressed in e, one per atom: -0.088, 0.078, 0.072, 0.058, -0.196, -0.214, -0.017, 0.000, -0.150, 0.000, -0.015, 0.104, 0.114, -0.324, 0.111, -0.069, 0.137, 0.143, 0.012, -0.499, 0.125, -0.070, 0.135, 0.119, -0.099, -0.316, 0.178, -0.215, -0.007, -0.066, -0.074, -0.022, -0.098, -0.415, 0.072, 0.206, 0.163, 0.121, 0.105, 0.106, 0.114, 0.127, 0.124, 0.120, 0.113, 0.089, 0.111

Entry two
Computed, not measured: one molecule with the formula C21H20N2O4, with the ωB97M-V functional and the def2-TZVPD basis.

ORCA input file:
```
! wB97M-V def2-TZVPD RIJCOSX def2/J DEFGRID3
* xyz 0 1
O -2.173 1.876 -3.551
O -7.518 -3.299 -3.560
O -4.064 -4.293 -3.115
O 5.489 1.325 4.822
C -1.740 0.930 -2.900
C -6.325 -3.233 -3.464
C -0.708 1.270 -2.004
C -0.640 0.728 -0.749
C -2.175 -2.821 -2.791
C -1.561 -1.582 -2.770
C 0.531 0.408 1.429
C 1.400 2.015 -0.088
C -3.728 -0.584 -3.358
C 1.567 0.655 2.326
C 2.389 2.318 0.817
C -3.541 -2.986 -3.151
C -2.352 -0.421 -3.016
C 0.406 1.068 0.210
C -4.332 -1.837 -3.377
C 2.493 1.687 2.061
N -5.696 -2.021 -3.589
N 3.532 2.057 2.939
C -5.492 -4.485 -3.158
C 5.664 1.025 3.405
C 4.075 1.266 5.205
C 4.954 2.110 2.551
C 3.258 2.283 4.402
H -0.043 2.054 -2.318
H -1.370 -0.040 -0.456
H -1.615 -3.687 -2.502
H -0.516 -1.459 -2.486
H -0.233 -0.315 1.716
H 1.452 2.551 -1.021
H -4.346 0.290 -3.569
H 1.678 0.127 3.270
H 3.129 3.067 0.551
H -6.331 -1.265 -3.761
H -5.806 -4.863 -2.163
H -5.712 -5.247 -3.894
H 5.198 0.057 3.134
H 6.712 0.963 3.082
H 3.977 1.474 6.290
H 3.745 0.269 5.004
H 5.127 1.962 1.471
H 5.414 3.091 2.781
H 3.596 3.271 4.657
H 2.227 2.246 4.682
*
```

* HOMO: -7.81 eV
* LUMO: -0.22 eV
* structure (SMILES): O=C1COc2ccc(C(=O)/C=C/c3ccc(N4CCOCC4)cc3)cc2N1

Let us look at the Löwdin charges, expressed in e, one per atom: 0.075, 0.091, -0.033, -0.148, -0.401, -0.443, -0.026, -0.003, 0.006, -0.028, -0.039, -0.026, 0.062, -0.009, -0.022, -0.147, -0.132, -0.228, -0.166, -0.231, 0.157, -0.100, -0.045, -0.172, -0.165, -0.135, -0.111, 0.112, 0.126, 0.111, 0.118, 0.114, 0.104, 0.129, 0.108, 0.115, 0.158, 0.145, 0.132, 0.123, 0.119, 0.130, 0.101, 0.124, 0.124, 0.112, 0.114

What should be chosen as the most stable of them? Choose entry one.

Entry one
Computed, not measured: one molecule with the formula C2H6O2Si, with the ωB97M-V functional and the def2-TZVPD basis.

ORCA input file:
```
! wB97M-V def2-TZVPD RIJCOSX def2/J DEFGRID3
* xyz 0 1
C 1.819 -0.409 0.643
C 1.045 -0.069 -0.350
O -1.426 -0.745 0.643
O -1.293 1.833 -0.251
Si -0.755 0.265 -0.541
H 2.901 -0.547 0.582
H 1.422 -0.336 1.656
H 1.543 -0.165 -1.283
H -2.060 -1.420 0.571
H -2.086 1.912 0.137
H -1.110 -0.319 -1.808
*
```

* HOMO: -10.25 eV
* LUMO: 0.66 eV
* structure (SMILES): C=C[SiH](O)O

Let us look at the Löwdin charges, expressed in e, one per atom: -0.056, -0.249, -0.168, -0.114, 0.448, 0.062, 0.058, 0.035, 0.017, -0.028, -0.005

Entry two
Computed, not measured: a 2-piece molecular cluster, C2H6O2Si overall, with the ωB97M-V functional and the def2-TZVPD basis.

ORCA input file:
```
! wB97M-V def2-TZVPD RIJCOSX def2/J DEFGRID3
* xyz 0 1
C 1.879 -0.735 0.211
C -1.585 -0.494 0.340
O 1.522 -0.480 1.622
O -0.412 1.950 -1.523
Si 0.178 -0.672 0.716
H 2.396 0.025 -0.421
H 2.191 -1.735 0.225
H -1.980 -1.322 -0.215
H -2.399 -0.299 1.089
H -0.851 2.577 -0.831
H -0.939 1.185 -1.213
*
```

* HOMO: -8.95 eV
* LUMO: -0.05 eV
* structure (SMILES): C=[Si]1CO1.O

Let us look at the Löwdin charges, expressed in e, one per atom: -0.218, -0.234, -0.240, -0.140, 0.743, 0.092, 0.034, -0.059, -0.020, 0.084, -0.042

What should be chosen as the most stable of them? Choose entry one.